## P
{
  "formula": "C3H6N4O",
  "method": "ωB97M-V/def2-TZVPD",
  "spin_multiplicity": 1,
  "e_lumo_ha": -0.0244,
  "total_charge": 0,
  "orbital_gap_ev": 8.621,
  "symbols": ["C", "N", "C", "N", "N", "C", "O", "N", "H", "H", "H", "H", "H", "H"],
  "xyz": [[0.2990, -1.2308, 0.3034], [-0.0590, 1.0951, -0.5843], [-0.7632, -0.1921, 0.1141], [-0.9020, 1.8437, -1.3860], [1.6150, -0.9111, -0.0699], [-0.1874, -0.5262, 1.8770], [-1.9259, -0.4640, -0.2259], [-0.1454, -0.3200, 3.0167], [0.6227, 1.5554, 0.0173], [-0.0367, -2.2340, 0.0420], [-0.8622, 1.4680, -2.3330], [-1.8800, 1.7086, -1.0991], [2.2509, -1.7030, -0.0936], [1.9742, -0.0897, 0.4212]]
}



## Q
{
  "formula": "C3H6N4O",
  "method": "ωB97M-V/def2-TZVPD",
  "smiles": "Cn1cn/c(=N/O)[nH]1",
  "spin_multiplicity": 1,
  "e_lumo_ha": 0.0142,
  "total_charge": 0,
  "orbital_gap_ev": 8.360,
  "symbols": ["C", "C", "C", "H", "H", "H", "H", "H", "H", "N", "N", "N", "N", "O"],
  "xyz": [[-2.1065, 0.3910, -0.4249], [-0.5079, -1.5371, 0.3522], [1.2080, -0.3165, 0.5157], [-1.9972, 1.2400, -1.1939], [-2.0007, 1.0130, 0.4210], [-2.9414, -0.2721, -0.4445], [-1.2741, -2.2351, 0.9002], [3.6705, 1.1418, 0.3989], [0.6428, 0.8530, -1.2377], [-0.7466, -0.4892, -0.7153], [0.6510, -1.4897, 0.9866], [2.4322, 0.1094, 0.8644], [0.3196, 0.3826, -0.4477], [2.6504, 1.2089, 0.0250]]
}



## R
{
  "formula": "C3H6N4O",
  "method": "ωB97M-V/def2-TZVPD",
  "smiles": "[H]/N=c1\\nc(CN)o[nH]1",
  "spin_multiplicity": 1,
  "e_lumo_ha": 0.0252,
  "total_charge": 0,
  "orbital_gap_ev": 10.070,
  "symbols": ["C", "C", "C", "H", "H", "H", "H", "H", "H", "N", "N", "N", "N", "O"],
  "xyz": [[1.2888, 0.4147, -1.5585], [0.3496, 0.2376, -0.4241], [-1.2225, 0.3725, 1.0499], [1.8298, -1.4875, -1.0971], [2.5146, -0.8815, -2.6655], [0.8163, 1.0242, -2.3712], [2.1707, 0.8947, -1.1379], [-2.6933, 1.5009, 1.2346], [-0.7280, -1.5869, 1.7022], [1.6119, -0.9556, -2.0086], [-0.5452, 1.0468, -0.0715], [-2.2627, 0.7266, 1.6793], [-0.3388, -0.6473, 1.4525], [0.5422, -0.8507, 0.3212]]
}



Q: Which of them is the most stable? A: R.



## P
{
  "formula": "C3H6N4O",
  "method": "ωB97M-V/def2-TZVPD",
  "smiles": "CN/N=c1/cn[nH]o1",
  "spin_multiplicity": 1,
  "e_lumo_ha": -0.0102,
  "total_charge": 0,
  "orbital_gap_ev": 8.190,
  "symbols": ["C", "C", "C", "H", "H", "H", "H", "H", "H", "N", "N", "N", "N", "O"],
  "xyz": [[-2.5402, -0.0360, 0.1325], [0.7246, 0.4849, -0.0482], [2.0248, 1.1993, -0.0216], [-2.5095, 0.2361, 1.2766], [-3.3824, 0.8970, -0.1267], [-3.0017, -1.0012, 0.1406], [-0.9703, -1.0747, 0.1842], [2.1600, 2.2260, 0.0283], [2.7547, -1.8273, -0.5361], [-1.2693, -0.3735, -0.5148], [-0.4875, 0.8548, -0.3685], [3.0824, 0.2558, -0.1012], [2.4647, -0.9318, 0.0964], [0.9498, -0.9095, -0.1416]]
}



## Q
{
  "formula": "C3H6N4O",
  "method": "ωB97M-V/def2-TZVPD",
  "smiles": "Cn1c(=O)ncn1N",
  "spin_multiplicity": 1,
  "e_lumo_ha": 0.0128,
  "total_charge": 0,
  "orbital_gap_ev": 9.642,
  "symbols": ["C", "C", "C", "H", "H", "H", "H", "H", "H", "N", "N", "N", "N", "O"],
  "xyz": [[-0.5519, 1.8901, -0.1285], [-0.1333, -1.5967, -0.1277], [1.2316, 0.0670, 0.0527], [-1.6382, 2.2066, 0.2479], [-0.6529, 1.9963, -1.1813], [0.3331, 2.5914, 0.0875], [-2.5407, 0.4186, -0.2888], [-2.2495, 0.0678, 1.2390], [-0.5940, -2.6405, -0.2889], [-0.0928, 0.5886, 0.1728], [-0.9033, -0.4043, -0.3236], [-2.1992, -0.4232, 0.2141], [1.1448, -1.3963, 0.0348], [2.3021, 0.5804, 0.0898]]
}



Q: Which of them is the most stable? A: Q.



## P
{
  "formula": "C2H7S2",
  "method": "ωB97M-V/def2-TZVPD",
  "spin_multiplicity": 1,
  "e_lumo_ha": 0.1388,
  "total_charge": -1,
  "orbital_gap_ev": 6.473,
  "symbols": ["C", "S", "H", "H", "H", "H", "C", "S", "H", "H", "H"],
  "xyz": [[-2.0104, 1.0582, 0.8194], [-1.4704, -0.2172, -0.3353], [-1.4410, 2.0081, 0.8196], [-1.9725, 0.6237, 1.8200], [-3.0042, 1.5056, 0.5847], [0.1252, -1.0695, 0.6965], [2.0082, -0.6678, -0.9960], [1.4893, -1.6436, 0.5354], [1.0635, -0.5783, -1.6518], [2.7550, -1.2914, -1.5637], [2.4572, 0.2722, -0.7288]]
}



## Q
{
  "formula": "C2H7S2",
  "method": "ωB97M-V/def2-TZVPD",
  "spin_multiplicity": 1,
  "e_lumo_ha": 0.1210,
  "total_charge": -1,
  "orbital_gap_ev": 5.959,
  "symbols": ["S", "H", "C", "S", "C", "H", "H", "H", "H", "H", "H"],
  "xyz": [[2.1078, -1.7846, -0.7338], [2.7782, -0.9755, 0.0798], [-1.9718, -0.0009, -0.4846], [-1.2962, 1.3979, 0.4485], [0.1065, 0.5869, 1.2943], [-2.9745, -0.2061, -0.1301], [-1.9754, 0.2382, -1.5460], [-1.3012, -0.8518, -0.3567], [0.3247, -0.3202, 0.7212], [-0.1660, 0.3396, 2.3187], [0.9754, 1.2415, 1.3218]]
}



## R
{
  "formula": "C2H7S2",
  "method": "ωB97M-V/def2-TZVPD",
  "spin_multiplicity": 1,
  "e_lumo_ha": 0.1414,
  "total_charge": -1,
  "orbital_gap_ev": 6.652,
  "symbols": ["C", "S", "H", "H", "H", "H", "C", "S", "H", "H", "H"],
  "xyz": [[0.0466, -0.3171, -1.9178], [-0.3944, 1.4327, -1.4591], [0.2933, -0.2498, -2.9732], [-0.7577, -0.9677, -1.5972], [0.9639, -0.5846, -1.3930], [-0.6989, 1.2829, 0.0417], [0.1734, -0.2612, 1.8260], [-0.8033, 1.3098, 1.8747], [0.9785, -0.1883, 1.0966], [-0.4152, -1.1655, 1.6762], [0.6136, -0.2911, 2.8251]]
}



Q: Which of them is the most stable? A: Q.



## P
{
  "formula": "C2H7S2",
  "method": "ωB97M-V/def2-TZVPD",
  "spin_multiplicity": 1,
  "e_lumo_ha": 0.1140,
  "total_charge": -1,
  "orbital_gap_ev": 5.699,
  "symbols": ["S", "H", "C", "S", "C", "H", "H", "H", "H", "H", "H"],
  "xyz": [[3.0236, -0.1035, 1.0432], [1.7572, -0.0184, 0.3901], [-1.0341, 0.9374, 0.5635], [-1.8847, 0.3922, -0.9686], [-1.2825, -1.3506, -0.8697], [-1.4099, 1.8835, 1.0115], [0.0288, 0.8733, 0.3617], [-1.3415, 0.2361, 1.4416], [-1.5960, -1.9585, -1.7716], [-0.1785, -1.4287, -0.8333], [-1.5823, -1.7270, 0.0436]]
}



## Q
{
  "formula": "C2H7S2",
  "method": "ωB97M-V/def2-TZVPD",
  "spin_multiplicity": 1,
  "e_lumo_ha": 0.1257,
  "total_charge": -1,
  "orbital_gap_ev": 6.159,
  "symbols": ["S", "H", "C", "S", "C", "H", "H", "H", "H", "H", "H"],
  "xyz": [[0.1489, 0.4878, -2.2622], [0.2090, 0.7477, -3.5778], [-1.0173, 0.8363, 0.9115], [-0.0965, -0.4610, 1.7741], [0.9345, -1.1045, 0.4306], [-1.5871, 0.3956, 0.0953], [-0.3151, 1.5506, 0.4847], [-1.6731, 1.3057, 1.6439], [1.5700, -1.8809, 0.8597], [0.3256, -1.5783, -0.3353], [1.5012, -0.2989, -0.0244]]
}



Q: Which of them is the most stable? A: Q.



## P
{
  "formula": "CH3BrO",
  "method": "ωB97M-V/def2-TZVPD",
  "spin_multiplicity": 1,
  "e_lumo_ha": -0.0042,
  "total_charge": 0,
  "orbital_gap_ev": 10.003,
  "symbols": ["C", "O", "Br", "H", "H", "H"],
  "xyz": [[-0.1818, 0.5675, 0.2169], [0.8849, -1.1667, 0.0846], [-1.9130, 0.0252, -0.0823], [0.0755, 0.8168, 1.2306], [0.2819, 1.1032, -0.5955], [0.8526, -1.3460, -0.8543]]
}



## Q
{
  "formula": "CH3BrO",
  "method": "ωB97M-V/def2-TZVPD",
  "spin_multiplicity": 1,
  "e_lumo_ha": [-0.0381, -0.0381],
  "total_charge": 0,
  "orbital_gap_ev": [9.072, 9.005],
  "symbols": ["C", "O", "Br", "H", "H", "H"],
  "xyz": [[-0.1279, 0.6394, 0.1749], [0.9163, -1.3169, 0.3349], [-1.6914, -0.0433, -0.6165], [-0.1902, 0.9952, 1.1824], [0.4857, 1.2125, -0.5628], [0.6075, -1.4868, -0.5130]]
}



## R
{
  "formula": "CH3BrO",
  "method": "ωB97M-V/def2-TZVPD",
  "spin_multiplicity": 1,
  "e_lumo_ha": -0.0305,
  "total_charge": 0,
  "orbital_gap_ev": 8.062,
  "symbols": ["C", "O", "Br", "H", "H", "H"],
  "xyz": [[-2.2716, 0.7433, -1.1897], [0.0129, -0.7799, 0.0526], [-3.0543, -0.2187, 0.1348], [-2.1081, 1.6721, -0.8107], [-0.0730, -0.8820, -0.8481], [0.9775, -0.8687, 0.3032]]
}



Q: Which of them is the most stable? A: P.